(1)
A cluster of 2 separate species, C3H8N3O2 in total, computed with wB97M-V/def2-TZVPD.

```
16
Properties=species:S:1:pos:R:3:forces:R:3
C 0.68044 -1.10675 1.78492 1.7 0.1 -2.0
C -1.30949 -0.11969 0.59353 1.6 1.6 -1.3
H 0.90230 -2.19414 1.73557 0.2 0.8 -0.3
H 1.59166 -0.55834 2.08409 -0.3 -0.4 0.1
O -0.39826 0.47518 -1.98966 1.8 0.2 2.3
N 0.52342 2.29770 -3.57393 -3.6 -2.0 -0.1
H -1.68970 0.15557 -0.34691 -1.1 -0.5 -1.4
C 0.15071 -0.54762 0.38231 -2.1 -4.3 1.1
H 1.66236 0.83994 0.27308 1.3 1.2 0.1
H -1.90198 -0.85098 1.04522 -0.8 -0.8 1.0
N 0.56760 0.98752 -1.34810 -1.2 0.1 -2.2
H -0.03529 -1.04568 2.55510 -1.0 0.7 0.7
H 0.12550 -1.48231 -0.36177 0.3 2.2 1.2
O -0.42528 1.72654 -3.60163 4.0 2.5 -0.2
N 0.85940 0.53479 -0.20732 -0.8 -1.3 -0.5
H -1.30338 0.88826 0.97550 -0.1 0.1 1.6
```
Forces are in eV/Å.

Its total charge is +1. For the HOMO energy (alpha / beta), the calculation gives -0.545 / -0.545 Eh. Its lowest unoccupied orbital energy (alpha / beta) is -0.256 / -0.256 Ha. The spin multiplicity is 1. The value obtained for the total energy is -11792.8800 eV. The calculation puts the molar mass at 118.12 u. For the max |F|, the calculation gives 0.096 Eh/bohr. As for the relative energy (zero: lowest compared OMol25 entry of this formula, charge and spin): 6.6230 eV.

***

(2)
A cluster of 2 separate species, C17H16Br2NO2S2 in total, computed with wB97M-V/def2-TZVPD.

```
40
Properties=species:S:1:pos:R:3:forces:R:3
C -1.80784 5.17026 1.93483 0.9 0.4 -1.0
C -0.87394 5.41586 0.91878 -0.9 -0.8 2.1
C -0.98889 6.46033 -0.05120 -0.4 1.3 -1.3
O -4.32468 4.52945 5.18545 0.8 0.2 -1.0
C -3.57835 4.71111 4.22030 -0.7 -0.3 0.8
H 2.47171 1.47773 0.98363 -0.2 -0.1 0.2
C -2.24054 6.75702 -0.65285 0.7 -0.2 0.5
C -3.72609 5.88027 3.30872 1.1 -0.5 -0.7
H 2.12991 1.57384 2.73680 0.0 0.1 -0.1
C -0.09024 1.50032 0.55338 -0.2 -0.2 0.5
C -1.66655 4.01819 2.78748 0.1 -0.8 0.8
C -0.16762 0.13877 2.60550 0.0 -0.4 0.0
C -2.39320 7.80257 -1.54354 0.6 0.9 -0.5
S -1.71392 1.17648 0.24699 -0.6 -0.2 0.0
C -2.46919 3.78463 3.86128 0.0 0.8 -0.8
C -1.27942 8.62728 -1.84908 -0.2 -0.9 0.6
C 0.13295 7.25167 -0.43718 -0.7 -0.7 0.6
H -3.37068 8.00250 -1.99023 0.4 -0.1 0.2
H -1.22542 0.05663 2.33473 0.4 0.0 0.0
H -2.94531 9.19685 -3.94443 0.1 0.2 0.2
O -1.33906 9.70423 -2.67778 -0.6 0.0 -0.2
H -3.11278 6.16116 -0.38885 0.3 0.0 -0.2
H -2.39805 10.90527 -3.89530 -0.1 -0.1 0.0
H -3.37425 10.24024 -2.54351 0.2 0.0 -0.2
H -0.08966 0.69524 3.54981 0.1 0.0 -0.1
H 0.82349 8.97256 -1.53525 -0.1 -0.1 0.1
C -0.01540 8.33154 -1.27440 -0.7 0.4 -0.7
H -3.03406 6.96488 1.63903 0.1 -0.1 0.2
H -0.88223 3.30300 2.54273 -0.1 0.1 0.0
C 1.97889 0.98217 1.82406 0.0 -0.1 -0.1
Br -5.12814 7.08099 3.69893 0.1 0.0 0.0
N 0.56752 0.80028 1.54602 -0.1 0.5 -0.2
S 0.68792 2.71753 -0.32005 0.9 0.3 -0.3
H 0.24672 -0.86388 2.76460 0.0 0.0 0.0
Br -2.27062 2.25185 4.95423 0.0 0.3 -0.2
H 0.02450 4.79150 0.90127 -0.3 0.0 -0.1
C -2.88555 6.07889 2.25146 -1.1 0.3 0.6
H 2.43313 -0.00165 1.99883 0.0 0.1 0.0
C -2.60640 10.01868 -3.29807 0.6 -0.2 0.4
H 1.10505 7.02276 0.00201 -0.2 0.1 -0.2
```
Forces are in eV/Å.

Its total charge is -1. For the HOMO energy, the calculation gives -0.126 Eh. Its lowest unoccupied orbital energy is 0.051 Ha. The spin multiplicity is 1. The value obtained for the total energy is -185229.6874 eV. The calculation puts the molar mass at 490.26 u. For the max |F|, the calculation gives 0.046 Eh/bohr.

***

(3)
A structure of composition C37H57AlN5OSSbSi3, computed with wB97M-V/def2-TZVPD.

```
106
Properties=species:S:1:pos:R:3:forces:R:3
C 0.73710 -4.12265 3.37678 0.1 0.0 -0.2
C 0.20180 -2.99655 3.98098 0.1 -0.3 0.1
C 0.84430 -0.20765 1.75468 -0.4 1.0 -0.4
H 2.61310 3.52945 -6.48772 0.1 0.0 -0.1
H 0.48030 3.01335 2.41118 -0.2 0.1 0.0
C 1.39960 -2.68415 1.60508 0.1 0.2 0.0
H 1.24700 -1.07705 -4.02872 -0.1 0.0 0.2
C 0.64470 2.76255 -6.13802 0.0 0.0 0.0
C -1.72220 -1.90175 0.16598 0.3 -0.8 -0.3
C 3.96010 0.43335 -1.54622 0.3 0.4 -0.4
H 1.43380 -0.32055 5.07798 -0.1 -0.2 0.0
H 5.75030 -1.76265 0.99988 0.0 0.0 0.1
C -2.55240 -0.86975 0.75378 -0.5 1.0 0.3
H 4.11740 1.04935 1.82318 0.0 0.1 -0.1
C 5.28630 -1.13265 0.25858 0.0 0.1 -0.2
C -4.55490 -1.26025 -1.71682 0.3 0.3 0.6
H 2.29850 1.16085 5.40108 0.3 0.2 -0.1
C 5.33860 0.28715 -1.63862 -0.1 -0.1 0.1
Sb -1.28700 0.68645 1.86078 -0.3 -0.1 0.3
C 0.96760 3.68025 -3.54332 0.0 -0.4 -0.5
H 2.46110 1.84915 -2.06172 0.0 0.0 -0.1
H -5.42380 -3.09605 0.64898 0.0 -0.2 -0.2
H -1.95190 -5.22635 -0.58272 -0.1 -0.1 0.0
C 2.71920 0.49965 -3.73532 -0.2 0.1 0.4
C -1.72860 0.34855 3.96068 0.2 0.0 -0.1
C 1.82460 3.38715 -5.76512 0.0 0.1 -0.1
C -4.73400 0.09265 2.83948 0.4 -0.4 -0.3
C 1.34410 -3.95465 2.14218 -0.1 0.0 0.2
C 3.73280 0.78565 2.80388 -0.7 -0.1 -0.1
H 1.77410 -4.79735 1.61968 0.0 0.0 0.0
H -2.66790 -0.15655 4.11028 -0.2 -0.1 0.0
H -5.36290 1.25825 0.18648 -0.2 -0.1 0.1
H 1.12520 -2.41195 -1.40002 0.0 -0.2 -0.1
H 0.30470 -4.70285 -1.55702 0.1 -0.1 -0.1
H -3.94020 -2.94325 3.99338 -0.2 0.0 0.1
H 0.51270 2.43345 -7.15582 0.0 -0.1 -0.1
N 0.22220 -1.79035 3.44408 0.2 -0.1 0.0
Si 1.83590 0.95115 2.96028 0.7 0.6 -0.1
C 0.82090 -1.59595 2.26698 0.0 -0.7 0.3
C 1.49410 0.72855 4.81378 0.0 0.0 -0.6
C -0.21830 3.05695 -3.91102 0.0 0.1 0.2
H 0.69770 5.73765 -0.27442 -0.1 0.0 0.0
H 1.50290 5.19535 -2.28172 -0.1 0.0 0.0
H -4.13800 0.99655 2.76468 0.1 0.2 0.1
H 7.09130 -0.64615 -0.81432 0.1 0.0 0.0
H 1.97430 2.95515 1.46388 0.1 0.0 -0.2
Al 1.03640 -0.22605 -0.22842 0.5 0.5 0.4
C -1.54710 -4.22945 -0.53252 0.4 0.1 -0.1
H 2.89060 4.36935 -4.18752 0.2 0.1 0.0
O 1.02480 -0.22415 -2.15132 -0.7 0.2 0.0
H 2.01940 3.44195 3.13858 0.1 0.1 0.3
H 3.53950 0.09965 -4.33002 0.0 -0.1 -0.1
H -1.79140 1.33765 4.40388 -0.1 0.2 0.0
N 3.24520 -0.18355 -0.58702 -0.7 -0.1 0.3
H -5.37890 -1.64465 -1.13422 -0.2 -0.1 0.1
C -0.37490 2.60255 -5.21112 0.1 -0.1 -0.1
Si -3.44930 -0.02525 -0.77962 -0.1 0.2 -0.5
H -3.97890 -2.10785 -2.07922 0.2 -0.1 -0.1
H 0.57790 1.20985 5.12908 -0.2 0.1 0.1
H -1.30870 2.15555 -5.51612 -0.1 -0.1 0.0
H 4.16890 1.47725 3.51818 0.0 0.1 0.2
H -3.85330 2.06625 0.57408 0.1 0.1 0.1
H -2.31180 -2.36465 3.70038 0.1 0.1 0.0
H -1.02190 2.97575 -3.19452 -0.1 0.0 0.0
C 1.98630 3.85505 -4.47482 -0.1 0.0 0.3
H 1.88300 -2.52745 0.64708 0.1 -0.2 0.1
H 0.36070 0.40625 -2.48012 -0.1 0.1 0.0
H 4.08970 -0.20535 3.06038 0.1 -0.2 0.1
H -4.98200 -0.76755 -2.58592 0.0 0.2 -0.1
H -6.11070 -2.63525 2.18388 0.0 0.0 0.3
H 0.17610 4.47755 0.79058 0.2 -0.1 -0.1
H 2.50920 -1.44185 -2.83842 -0.2 0.0 0.1
C 0.66330 3.84275 -1.07492 0.3 -0.2 0.3
N 0.51460 4.75865 -0.11772 0.1 -0.1 -0.1
N -0.50620 -1.64215 -0.39642 0.2 0.0 -0.2
C 0.15110 -2.66125 -0.98782 0.0 -0.1 -0.4
H -6.20020 -1.53105 0.84468 -0.1 0.1 -0.1
C -4.38690 1.52425 -0.20272 0.3 -0.6 -0.1
S 0.22960 2.23655 -0.68472 -0.3 0.3 0.1
H -3.21830 -3.39615 0.46688 -0.1 -0.1 0.1
C -2.23640 0.44025 -2.18662 -0.2 -0.1 0.7
Si -3.96500 -1.44775 1.99978 -0.4 -0.1 0.5
N 1.13200 4.25265 -2.25842 0.2 0.6 0.3
H -2.80840 0.72255 -3.06432 -0.3 0.0 -0.1
H 3.34630 -1.32335 1.11488 0.0 -0.1 0.1
H -1.61850 -0.40965 -2.46332 0.1 -0.2 -0.1
C -3.21550 -2.71435 3.21738 -0.2 0.5 -0.4
H -4.54870 2.20295 -1.03372 0.0 0.1 -0.2
C 3.92460 -0.91005 0.30718 0.3 -0.4 0.2
H 5.86070 0.81015 -2.42612 0.0 0.0 0.0
H 2.13790 1.16295 -4.37492 0.0 0.0 0.0
H 3.98130 2.03575 -2.93272 0.0 0.0 0.1
H -5.70510 0.30275 2.40288 -0.1 0.0 -0.2
H 0.69340 -5.08815 3.85158 0.0 -0.1 0.1
C -2.23700 -3.21425 0.06908 0.2 0.2 -0.1
H -4.91460 -0.10075 3.89288 0.1 -0.1 0.2
C 1.86490 -0.65475 -3.23322 0.9 -0.2 -0.7
C 1.53880 2.76615 2.43978 0.0 -0.6 0.2
H -0.26800 -3.05885 4.95308 -0.1 -0.1 0.1
C -5.55800 -2.26085 1.32638 0.7 0.1 -0.1
C -0.29400 -3.94645 -1.08122 -0.2 0.0 0.1
H -1.61040 1.27825 -1.91362 0.1 0.1 0.0
C 3.26970 1.30525 -2.55072 -0.1 0.0 -0.1
H -0.93860 -0.21885 4.42928 0.0 0.0 -0.1
C 6.02100 -0.52255 -0.74602 -0.3 0.0 0.1
H -2.97410 -3.65345 2.72828 0.0 -0.1 -0.1
```
Forces are in eV/Å.

Its total charge is +2. For the HOMO energy, the calculation gives -0.453 Eh. Its lowest unoccupied orbital energy is -0.184 Ha. The spin multiplicity is 1. The value obtained for the total energy is -96386.8487 eV. The calculation puts the molar mass at 852.96 u. For the max |F|, the calculation gives 0.023 Eh/bohr.